(1)
Formula: C5H8N2O
Source: the OMol25 dataset
Level of theory: the ωB97M-V functional and the def2-TZVPD basis

The geometry in XYZ format:
```
16
Properties=species:S:1:pos:R:3:nbo_charge:R:1
O 1.136 -0.398 -0.804 -0.330
N -0.300 -0.689 -0.647 -0.187
N 0.486 -2.950 -0.376 -0.680
C -0.511 -2.021 -0.296 0.246
C -0.817 0.566 0.048 -0.085
C 0.186 0.780 1.239 -0.475
C 1.117 0.912 -0.263 0.110
C -0.065 1.685 -0.756 -0.445
H 0.073 -0.224 1.901 0.236
H 2.107 1.057 -0.171 0.204
H -1.949 0.898 0.258 0.245
H 0.301 1.825 1.548 0.217
H -0.150 2.484 0.056 0.209
H 0.225 -3.788 -0.102 0.325
H -1.486 -2.177 0.162 0.169
H -0.354 2.039 -1.797 0.242
```

Calculated values
E ... -10335.982 eV
Relative energy (zero: lowest compared OMol25 entry of this formula, charge and spin) ... 155.51 kcal per mole
Net charge ... 0

---

(2)
Formula: C23H68BO16
Source: the OMol25 dataset
Level of theory: the ωB97M-V functional and the def2-TZVPD basis

The geometry in XYZ format:
```
108
Properties=species:S:1:pos:R:3:lowdin_charge:R:1
O -0.836 -3.480 7.685 -0.127
O -1.798 3.853 4.765 -0.146
O -6.852 -0.824 1.088 -0.126
O 3.734 -4.635 -3.842 -0.127
O -2.044 4.188 -7.192 -0.136
O -4.116 -0.822 3.459 0.061
O 6.034 -0.304 -2.963 -0.142
O 4.310 -2.126 0.636 -0.119
O 0.870 3.004 -1.758 -0.129
O -4.493 5.794 3.474 -0.130
O 0.764 3.469 -5.023 -0.153
O 5.986 -2.991 -1.826 -0.142
O -3.718 -1.566 1.325 -0.093
O -4.541 -3.766 6.876 -0.150
O 1.577 -0.251 -4.839 -0.124
O 2.550 -1.127 1.818 -0.107
C -2.376 -2.121 1.088 -0.162
C -1.598 1.208 2.169 0.038
C -2.346 3.011 5.770 -0.151
C -6.787 0.458 0.487 -0.166
C -2.092 -2.345 -0.466 -0.161
C -5.290 -2.937 5.996 -0.153
C 7.310 -3.430 -1.569 -0.151
C 4.058 -3.030 1.762 -0.176
C 2.667 -0.542 -0.816 -0.099
C 0.830 4.761 -5.611 -0.140
C 1.274 -1.011 -1.516 -0.221
C -2.974 0.892 2.161 -0.048
C -3.777 6.648 4.351 -0.173
C 4.803 -5.240 -4.545 -0.180
C -0.252 3.684 -1.222 -0.163
C -1.961 2.875 -7.728 -0.148
C 0.825 0.581 -5.710 -0.175
C 6.726 0.552 -2.071 -0.168
C -1.404 -1.108 -1.210 -0.199
C 0.012 -0.654 -0.605 -0.213
C -3.612 -0.550 2.335 -0.370
C 2.797 -2.351 2.577 -0.180
C -1.528 -2.241 7.634 -0.156
B 2.977 -1.518 0.461 -0.852
H 7.793 0.558 -2.316 0.067
H 6.328 1.562 -2.172 0.075
H -4.675 -2.095 5.670 0.057
H 4.394 -5.905 -5.307 0.071
H 1.405 -2.119 -1.743 0.104
H -6.165 -2.560 6.528 0.078
H 3.740 -3.986 1.193 0.112
H -0.149 5.013 -6.018 0.059
H -4.128 4.906 3.582 0.059
H -2.235 2.890 -8.786 0.074
H 7.801 -3.646 -2.520 0.076
H 0.719 2.908 -2.707 0.045
H 1.158 -0.404 -2.504 0.090
H 0.507 0.005 -6.585 0.074
H 1.107 5.498 -4.852 0.079
H -2.717 6.640 4.086 0.072
H 6.406 -1.192 -2.852 0.039
H 1.568 4.761 -6.418 0.080
H 1.436 1.429 -6.024 0.060
H 7.864 -2.646 -1.046 0.077
H -2.631 2.209 -7.179 0.081
H -0.952 -1.540 7.029 0.082
H -5.970 -1.018 1.436 0.038
H 7.287 -4.338 -0.961 0.078
H -1.158 3.099 -1.400 0.074
H 6.582 0.208 -1.043 0.079
H -2.127 3.429 6.757 0.075
H -2.958 4.480 -7.293 0.078
H 1.643 3.272 -4.672 0.083
H -3.426 2.954 5.634 0.079
H 3.020 -2.155 3.694 0.108
H -1.365 -4.080 8.226 0.073
H -1.201 -1.457 -2.294 0.111
H -2.510 -2.387 7.182 0.051
H -6.506 1.204 1.237 0.071
H 4.951 -3.319 2.409 0.102
H -1.237 2.187 2.617 0.062
H -3.703 1.774 2.057 0.112
H -3.775 -4.085 6.382 0.071
H 2.269 -2.489 0.257 0.097
H -7.768 0.708 0.082 0.074
H -0.346 4.669 -1.690 0.070
H -0.936 2.518 -7.626 0.074
H -0.844 3.885 4.910 0.083
H 2.429 0.505 -0.378 0.098
H 1.795 -2.912 2.506 0.108
H -0.108 3.808 -0.148 0.074
H -5.616 -3.518 5.131 0.081
H 3.505 -0.463 -1.585 0.087
H -0.019 0.501 -0.545 0.100
H -6.053 0.450 -0.323 0.077
H -1.643 -1.427 1.616 0.103
H 4.126 -4.052 -3.173 0.062
H -3.907 6.309 5.382 0.073
H 5.410 -4.468 -5.026 0.072
H 5.418 -5.821 -3.850 0.072
H 0.093 -1.020 0.474 0.091
H -0.779 0.517 1.747 0.066
H 2.346 -0.560 -5.333 0.083
H -2.069 -0.184 -1.294 0.101
H -0.053 0.946 -5.179 0.078
H -1.637 -1.839 8.645 0.077
H -1.917 2.010 5.684 0.077
H -1.549 -3.347 -0.643 0.125
H -4.167 7.662 4.253 0.075
H -3.126 -2.487 -0.965 0.116
H 5.575 -2.807 -0.964 0.069
H -2.257 -3.150 1.600 0.139
```

Calculated values
E ... -58382.773 eV
Net charge ... -1

---

(3)
Formula: C5H7NiO3
Source: the OMol25 dataset
Level of theory: the ωB97M-V functional and the def2-TZVPD basis

The geometry in XYZ format:
```
16
Properties=species:S:1:pos:R:3:lowdin_spin:R:1
Ni -2.005 -1.312 -3.388 2.578
O -1.176 -2.012 -1.714 0.187
O 0.277 -0.667 -0.619 0.016
O -1.197 0.103 -2.154 0.162
C -0.623 -0.914 -1.393 0.037
C 0.829 -1.447 2.763 0.000
C 1.642 0.878 1.881 0.000
C -1.035 1.475 -1.740 0.015
C 1.316 -0.304 2.355 0.000
H 1.459 -2.189 3.260 0.000
H -0.128 -1.818 2.341 0.000
H -1.530 2.068 -2.514 0.003
H 1.513 1.779 2.486 0.000
H -1.520 1.629 -0.768 0.001
H 0.024 1.760 -1.715 0.001
H 2.154 0.972 0.920 0.000
```

Calculated values
E ... -52479.448 eV
Relative energy (zero: lowest compared OMol25 entry of this formula, charge and spin) ... 0.00 kcal per mole
Net charge ... 0
2S+1 ... 4

---

(4)
Formula: C46H31N4OSn
Source: the OMol25 dataset
Level of theory: the ωB97M-V functional and the def2-TZVPD basis

The geometry in XYZ format:
```
83
Properties=species:S:1:pos:R:3:lowdin_charge:R:1
Sn -0.132 -0.826 -0.843 1.361
O -0.933 -4.255 -0.445 0.016
N -0.114 1.490 -1.573 -0.010
N 1.996 -0.097 -0.225 -0.007
N -2.135 0.079 -0.082 -0.008
N -0.042 -1.383 1.369 -0.011
C -0.766 2.820 -3.316 -0.006
C -1.195 1.904 -2.285 -0.276
C 2.367 -1.801 1.506 -0.116
C 4.382 4.946 -2.363 -0.093
C 4.704 -3.445 3.985 -0.093
C -3.334 -1.188 3.184 -0.213
C -4.960 1.991 -4.813 -0.093
C -4.542 0.082 4.851 -0.089
C -2.515 1.590 -1.985 -0.104
C 1.056 -1.925 1.960 -0.252
C 5.310 -4.398 3.183 -0.110
C -0.086 -3.474 -0.809 -0.416
C 0.980 2.094 -2.092 -0.268
C -5.802 2.970 -4.314 -0.109
C 3.764 -2.580 3.456 -0.049
C -2.878 -0.378 0.945 -0.269
C 2.294 1.883 -1.673 -0.089
C 3.336 2.775 -2.230 -0.219
C -2.394 -1.118 2.040 -0.083
C -4.853 -2.289 4.692 -0.096
C -3.643 0.023 3.804 -0.036
C -2.941 0.823 -0.881 -0.256
C -4.274 0.780 -0.366 -0.021
C -5.529 3.553 -3.088 -0.092
C 5.261 3.122 -3.641 -0.093
C -0.649 -2.283 3.376 0.008
C -3.602 2.133 -2.830 -0.211
C 4.125 -0.316 0.515 -0.023
C 4.286 2.289 -3.125 -0.037
C 4.086 0.774 -0.305 -0.026
C 5.312 4.454 -3.263 -0.110
C -5.156 -1.080 5.294 -0.110
C -3.946 -2.347 3.645 -0.036
C 1.245 -3.928 -1.376 -0.094
C 3.415 -2.648 2.110 -0.202
C -4.231 0.040 0.778 -0.023
C 3.396 4.116 -1.859 -0.030
C 0.575 2.954 -3.182 -0.006
C -4.436 3.138 -2.351 -0.049
C 0.666 -2.541 3.204 0.002
C -1.097 -1.575 2.207 -0.247
C 2.795 -0.827 0.579 -0.279
C -3.863 1.578 -4.078 -0.027
C 4.065 -3.582 1.305 -0.030
C 4.995 -4.455 1.835 -0.090
C 2.744 0.892 -0.781 -0.256
H -3.214 0.798 -4.451 0.120
H -6.178 4.321 -2.690 0.096
H -5.172 1.528 -5.768 0.096
H -3.166 0.922 3.440 0.127
H 6.018 -5.094 3.609 0.092
H 1.380 -5.013 -1.373 0.078
H 4.247 1.249 -3.416 0.121
H -5.880 -1.040 6.098 0.092
H 4.961 -3.379 5.034 0.096
H -5.043 -0.179 1.446 0.105
H 5.467 -5.191 1.199 0.097
H -5.338 -3.194 5.037 0.095
H 4.901 1.435 -0.540 0.101
H -6.676 3.272 -4.873 0.091
H 5.984 2.732 -4.344 0.096
H -4.225 3.574 -1.386 0.123
H 6.069 5.107 -3.674 0.092
H 4.425 5.982 -2.054 0.096
H -5.136 1.271 -0.780 0.095
H -1.274 -2.544 4.211 0.105
H 2.016 -3.454 -0.776 0.033
H -4.768 1.032 5.318 0.097
H 3.820 -3.629 0.254 0.101
H 2.671 4.497 -1.154 0.121
H -3.728 -3.292 3.169 0.119
H 3.299 -1.827 4.075 0.118
H -1.415 3.300 -4.030 0.104
H 1.320 -3.075 3.869 0.097
H 1.233 3.553 -3.788 0.105
H 1.332 -3.537 -2.390 0.068
H 4.962 -0.684 1.082 0.102
```

Calculated values
E ... -62045.498 eV
Net charge ... -1

---

- The lowest E belongs to which entry?
  C46H31N4OSn

---

- What is the E in the third record?
  -52479.448 eV